Record 1
Density functional theory data (ωB97M-V with the def2-TZVPD basis set) for 2 unconnected molecules or ions with the total composition CH8N2S in a non-equilibrium geometry.

As for the spin multiplicity: 2. The total charge is +1. The LUMO energy (spin up / spin down) is -4.76 / -10.36 eV.

Each line ends with the Löwdin spin population.
Element x y z (Å)
S1 -1.571 -0.299 -2.367  0.93
H1 -1.911 -0.293 -3.681  0.03
H2 -1.423 1.051 -2.400  0.03
N1 1.786 -0.217 0.420  0.00
C1 0.717 0.455 1.141  0.00
N2 -0.615 -0.143 0.899  0.00
H3 1.933 -1.121 0.859  0.00
H4 1.423 -0.434 -0.492  0.00
H5 0.975 0.417 2.198  0.00
H6 0.633 1.440 0.761  0.00
H7 -0.648 -1.130 1.138  0.00
H8 -1.300 0.274 1.523  0.00

Record 2
Density functional theory data (ωB97M-V with the def2-TZVPD basis set) for a gas-phase ion, CH8N3 (charge +1) in a non-equilibrium geometry.

The total charge is +1. The structure (SMILES) is NNC[NH3+]. The LUMO energy is -3.29 eV.

Each line ends with the Mulliken charge.
Element x y z (Å)
C1 0.628 0.732 0.211  -0.40
N1 1.101 -0.574 -0.164  -0.37
N2 -0.764 0.698 -0.279  -0.31
N3 -1.307 -0.596 0.078  -0.48
H1 1.229 1.688 -0.405  0.28
H2 0.961 1.130 1.263  0.31
H3 0.033 -1.129 -0.127  0.51
H4 1.858 -0.924 0.417  0.31
H5 -1.446 1.370 0.045  0.25
H6 -1.762 -0.909 -0.766  0.29
H7 1.454 -0.815 -1.088  0.34
H8 -1.986 -0.670 0.816  0.26

Record 3
Density functional theory data (ωB97M-V with the def2-TZVPD basis set) for 2 unconnected molecules or ions with the total composition CH8NO in a non-equilibrium geometry.

The total charge is +1. The LUMO energy is -4.33 eV.

Each line ends with the Mulliken charge.
Element x y z (Å)
N1 -1.225 1.511 -0.361  -0.55
H1 -1.433 2.291 -0.919  0.36
H2 -0.097 1.539 -0.418  0.41
H3 -1.476 0.668 -0.970  0.39
H4 -1.663 1.591 0.596  0.36
C1 1.006 -1.456 -0.163  -0.49
O1 0.365 -0.357 0.633  -0.54
H5 0.190 -2.206 -0.326  0.23
H6 1.879 -1.920 0.354  0.29
H7 1.267 -0.994 -1.173  0.22
H8 0.951 0.046 1.293  0.32

Record 4
Density functional theory data (ωB97M-V with the def2-TZVPD basis set) for 3 unconnected molecules or ions with the total composition CH8NO2 in a non-equilibrium geometry.

The total charge is +1. The LUMO energy is -5.48 eV.

Each line ends with the Mulliken charge.
Element x y z (Å)
C1 -1.284 -0.446 0.779  -0.01
N1 -1.063 -0.360 -0.437  -0.12
H1 -2.149 -0.807 1.359  0.30
H2 -0.482 -0.033 1.474  0.20
H3 -0.122 -0.747 -0.896  0.36
H4 -1.722 0.045 -1.074  0.28
H5 1.644 -0.456 -2.262  0.35
H6 1.326 -1.987 -2.416  0.36
O1 0.914 -1.090 -2.133  -0.71
H7 0.600 2.562 1.784  0.31
H8 1.462 1.709 2.649  0.33
O2 0.909 1.704 1.854  -0.64

Record 5
Density functional theory data (ωB97M-V with the def2-TZVPD basis set) for 2 unconnected molecules or ions with the total composition CH8NO2.

The total charge is +1. The LUMO energy is -3.39 eV.

Each line ends with the Mulliken charge.
Element x y z (Å)
O1 -1.362 1.147 -1.814  -0.72
H1 -0.131 0.632 -0.767  0.28
H2 -1.280 1.368 -2.767  0.35
H3 -2.109 0.539 -1.755  0.35
N1 0.623 0.466 -0.048  -0.25
C1 0.663 -0.959 0.483  -0.19
O2 0.230 -0.788 1.790  -0.51
H4 1.546 0.761 -0.372  0.39
H5 0.434 1.015 0.808  0.38
H6 1.706 -1.279 0.441  0.32
H7 -0.018 -1.523 -0.140  0.29
H8 0.119 -1.607 2.285  0.33

Record 6
Density functional theory data (ωB97M-V with the def2-TZVPD basis set) for 4 unconnected molecules or ions with the total composition CH8NO5.

The total charge is -1. The LUMO energy is 3.91 eV.

Each line ends with the Mulliken charge.
Element x y z (Å)
N1 1.559 0.490 -0.246  -0.46
C1 0.173 0.659 -0.051  0.60
O1 -0.205 1.141 1.039  -0.74
O2 -0.557 0.295 -1.008  -0.84
H1 2.172 0.584 0.541  0.25
H2 1.769 -0.212 -0.940  0.17
H3 -2.009 -0.242 0.911  0.36
H4 -2.512 -0.691 -0.422  0.33
O3 -2.715 -0.783 0.519  -0.69
H5 0.693 0.816 3.082  0.35
H6 0.518 -0.617 2.694  0.32
O4 0.947 -0.074 3.368  -0.66
H7 -0.435 -0.839 -3.617  0.26
H8 0.195 -0.104 -2.472  0.48
O5 0.408 -0.422 -3.398  -0.72

Record 7
Density functional theory data (ωB97M-V with the def2-TZVPD basis set) for 2 unconnected molecules or ions with the total composition CH8NSi in a non-equilibrium geometry.

The total charge is +1. The LUMO energy is -4.21 eV.

Each line ends with the Mulliken charge.
Element x y z (Å)
C1 0.210 -0.417 0.041  -0.82
N1 1.281 0.527 -0.362  -0.32
Si1 -1.578 0.247 -0.336  0.42
H1 0.607 -1.742 -0.824  0.32
H2 0.381 -0.778 1.050  0.43
H3 1.183 0.734 -1.366  0.39
H4 1.175 1.411 0.160  0.36
H5 2.225 0.152 -0.191  0.37
H6 -1.724 0.163 -1.787  -0.04
H7 -2.528 -0.483 0.480  -0.04
H8 -1.413 1.656 0.067  -0.07

Record 8
Density functional theory data (ωB97M-V with the def2-TZVPD basis set) for 2 unconnected molecules or ions with the total composition CH8NSi in a non-equilibrium geometry.

The total charge is +1. The LUMO energy (spin up / spin down) is -5.07 / -5.77 eV.

Each line ends with the Mulliken charge.
Element x y z (Å)
C1 -0.193 0.266 0.524  -0.67
N1 1.292 0.154 0.681  -0.30
Si1 -0.975 -0.017 -1.275  0.28
H1 -0.988 -1.368 1.977  0.12
H2 -0.774 0.878 1.232  0.55
H3 1.538 -0.749 1.122  0.40
H4 1.724 0.411 -0.140  0.33
H5 1.731 0.792 1.358  0.36
H6 -0.860 1.219 -2.324  0.01
H7 -0.216 -0.960 -2.176  -0.04
H8 -2.279 -0.627 -0.978  -0.03

Record 9
Density functional theory data (ωB97M-V with the def2-TZVPD basis set) for 2 unconnected molecules or ions with the total composition CH8NSi in a non-equilibrium geometry.

The total charge is +1. The LUMO energy (spin up / spin down) is -5.35 / -5.35 eV.

Each line ends with the Mulliken charge.
Element x y z (Å)
C1 -0.120 -0.509 -0.713  -0.87
N1 -1.379 0.435 -1.141  -0.46
Si1 1.681 0.166 1.777  0.60
H1 -0.643 -1.393 -0.173  0.32
H2 0.349 -0.810 -1.631  0.34
H3 -2.127 0.777 -0.439  0.36
H4 -1.096 1.141 -1.845  0.36
H5 -2.021 -0.152 -1.624  0.35
H6 2.724 1.137 2.019  0.01
H7 0.341 0.391 1.813  -0.02
H8 2.289 -1.181 1.958  0.02

Record 10
Density functional theory data (ωB97M-V with the def2-TZVPD basis set) for a molecular structure, CH8Na5O7 in a non-equilibrium geometry.

The total charge is +3. The LUMO energy is -13.03 eV.

Each line ends with the Mulliken charge.
Element x y z (Å)
Na1 3.829 1.611 -0.551  0.98
Na2 0.119 3.348 -1.316  0.91
Na3 -2.508 0.582 -1.615  1.00
Na4 1.939 0.618 2.668  0.92
Na5 2.733 3.819 1.205  0.96
C1 0.409 0.841 0.270  0.94
O1 0.212 -0.140 1.037  -1.04
O2 1.409 1.535 0.344  -0.91
O3 -0.397 1.034 -0.631  -0.83
O4 0.793 -0.783 -3.619  -0.55
H1 1.460 -0.402 -4.190  0.31
H2 0.993 -0.432 -2.751  0.24
O5 -2.737 -0.395 0.933  -0.60
H3 -1.786 -0.498 0.887  0.30
H4 -2.866 0.476 1.310  0.34
O6 -0.504 -2.067 2.911  -0.62
H5 -0.576 -1.335 2.298  0.41
H6 -1.360 -2.109 3.337  0.34
O7 -0.753 -1.999 -0.937  -0.59
H7 -0.469 -1.301 -0.347  0.23
H8 0.060 -2.399 -1.245  0.27

Record 11
Density functional theory data (ωB97M-V with the def2-TZVPD basis set) for 3 unconnected molecules or ions with the total composition CH8O2S in a non-equilibrium geometry.

As for the spin multiplicity: 2. The total charge is +1. The LUMO energy (spin up / spin down) is -3.98 / -9.30 eV.

Each line ends with the Löwdin spin population.
Element x y z (Å)
C1 0.210 -0.210 2.678  0.08
S1 0.712 -0.398 0.925  0.82
H1 1.177 -0.085 3.223  0.03
H2 -0.271 -1.203 2.853  0.00
H3 -0.521 0.649 2.693  0.02
H4 1.164 0.720 0.340  0.03
H5 -1.390 -0.639 -0.949  0.01
H6 -2.421 -0.323 -1.934  0.00
O1 -1.485 -0.132 -1.733  0.01
H7 0.242 0.200 -2.491  0.00
H8 1.515 0.737 -3.206  0.00
O2 1.069 0.685 -2.400  0.00

Record 12
Density functional theory data (ωB97M-V with the def2-TZVPD basis set) for a molecular structure, CH8O2Si2 in a non-equilibrium geometry.

The total charge is 0. The LUMO energy is 0.30 eV.

Each line ends with the Mulliken charge.
Element x y z (Å)
C1 -0.347 -0.964 0.420  -1.06
O1 2.600 0.349 0.775  -0.43
O2 -1.784 1.644 0.316  -0.51
Si1 1.612 0.155 -0.519  0.50
Si2 -1.835 0.045 -0.080  0.51
H1 -0.274 -1.745 -0.191  0.38
H2 -0.137 -1.169 1.390  0.45
H3 3.420 0.937 0.719  0.32
H4 -0.969 1.972 0.859  0.33
H5 1.686 1.129 -1.558  -0.11
H6 2.188 -1.153 -1.091  -0.12
H7 -2.051 -0.103 -1.481  -0.14
H8 -2.957 -0.518 0.769  -0.14

Record 13
Density functional theory data (ωB97M-V with the def2-TZVPD basis set) for 4 unconnected molecules or ions with the total composition CH8O4.

The total charge is 0. The structure (SMILES) is C=O.O.O.O. The LUMO energy is 0.38 eV.

Each line ends with the Mulliken charge.
Element x y z (Å)
O1 -1.855 0.688 1.208  -0.38
C1 -1.861 1.435 0.265  -0.27
H1 -1.693 1.053 -0.752  0.34
H2 -2.009 2.510 0.449  0.28
H3 1.511 -1.241 -0.632  0.34
H4 0.152 -1.287 -1.080  0.30
O2 0.968 -0.818 -1.314  -0.62
H5 -0.092 -3.059 1.136  0.29
H6 0.903 -2.115 1.814  0.30
O3 0.558 -2.360 0.950  -0.60
H7 1.761 1.506 -1.062  0.32
H8 0.543 1.534 -0.253  0.33
O4 1.115 2.156 -0.729  -0.63

Record 14
Density functional theory data (ωB97M-V with the def2-TZVPD basis set) for CH8P2Si2 in the gas phase in a non-equilibrium geometry.

The total charge is 0. The LUMO energy is -0.94 eV.

Each line ends with the Mulliken charge.
Element x y z (Å)
C1 -0.123 0.024 -0.175  -0.34
Si1 -0.923 -1.719 0.079  0.32
Si2 -0.899 1.781 -0.007  0.32
P1 2.949 -0.013 -0.597  -0.08
P2 1.495 0.110 0.802  0.03
H1 0.201 -0.079 -1.351  0.22
H2 -0.984 -2.117 1.557  -0.07
H3 0.154 -2.672 -0.273  -0.08
H4 -2.182 -1.819 -0.783  -0.08
H5 -1.651 1.998 -1.224  -0.11
H6 -1.952 1.661 1.192  -0.09
H7 -0.094 3.151 0.308  -0.07
H8 4.009 -0.306 0.472  0.05

Record 15
Density functional theory data (ωB97M-V with the def2-TZVPD basis set) for 2 unconnected molecules or ions with the total composition CH8P4 in a non-equilibrium geometry.

The total charge is 0. The structure (SMILES) is [PH2]#[PH2].C=P#[PH2]. The LUMO energy is -0.07 eV.

Each line ends with the Mulliken charge.
Element x y z (Å)
C1 -1.263 -0.783 -1.919  -0.57
P1 1.713 0.556 -0.123  -0.11
P2 3.090 0.569 1.626  -0.08
P3 -3.187 -0.242 0.483  -0.29
P4 -1.275 0.105 -0.484  0.19
H1 -2.259 -1.263 -2.231  0.23
H2 -0.433 -0.780 -2.535  0.32
H3 2.272 -0.623 -0.542  0.07
H4 2.443 1.247 -1.042  0.07
H5 2.178 0.749 2.621  0.02
H6 3.080 -0.699 1.899  0.02
H7 -2.645 0.051 1.798  0.07
H8 -3.713 1.114 0.449  0.07

Record 16
Density functional theory data (ωB97M-V with the def2-TZVPD basis set) for 2 unconnected molecules or ions with the total composition CH8Si2 in a non-equilibrium geometry.

The total charge is 0. The structure (SMILES) is C=[SiH2].[SiH4]. The LUMO energy is 0.09 eV.

Each line ends with the Mulliken charge.
Element x y z (Å)
C1 -0.590 -1.533 1.724  -0.60
Si1 -1.824 -0.232 2.101  0.29
Si2 1.577 1.016 -2.400  0.43
H1 0.073 -1.589 0.785  0.21
H2 -0.747 -2.503 2.224  0.22
H3 -2.480 0.020 3.419  -0.04
H4 0.875 -0.184 -2.044  -0.13
H5 -2.067 0.859 1.140  -0.07
H6 1.733 1.579 -1.091  -0.12
H7 0.544 1.835 -3.034  -0.09
H8 2.908 0.732 -2.824  -0.09

Record 17
Density functional theory data (ωB97M-V with the def2-TZVPD basis set) for CH8Si3 in the gas phase in a non-equilibrium geometry.

The total charge is 0. The structure (SMILES) is C[Si](=[SiH2])[SiH3]. The LUMO energy (spin up / spin down) is -1.13 / -1.13 eV.

Each line ends with the Mulliken charge.
Element x y z (Å)
C1 0.231 -1.734 0.016  -1.24
Si1 -0.901 1.159 1.717  0.11
Si2 1.369 0.741 -1.910  -0.02
Si3 0.079 0.221 -0.095  0.32
H1 0.689 -2.077 -0.859  0.35
H2 0.931 -2.000 0.714  0.43
H3 -0.719 -2.227 0.067  0.34
H4 -2.457 1.123 1.346  -0.03
H5 -0.400 0.703 3.214  -0.04
H6 0.539 1.812 -2.661  -0.07
H7 1.258 -0.382 -3.038  -0.07
H8 -0.619 2.661 1.489  -0.07

Record 18
Density functional theory data (ωB97M-V with the def2-TZVPD basis set) for 2 unconnected molecules or ions with the total composition CH9N2 in a non-equilibrium geometry.

As for the spin multiplicity: 2. The total charge is +2. The LUMO energy (spin up / spin down) is -8.68 / -16.47 eV.

Each line ends with the Löwdin spin population.
Element x y z (Å)
N1 1.871 0.133 -0.962  0.73
H1 2.665 0.621 -0.700  0.02
H2 2.212 -0.842 -0.907  0.02
H3 0.343 0.146 0.022  0.01
H4 1.868 0.317 -1.976  0.02
C1 -1.473 -0.545 1.042  0.04
N2 -0.754 0.487 0.139  0.13
H5 -0.712 -0.669 1.862  0.00
H6 -1.734 -1.502 0.455  0.00
H7 -2.555 -0.148 1.296  0.03
H8 -1.050 0.520 -0.828  0.00
H9 -0.681 1.483 0.557  0.00

Record 19
Density functional theory data (ωB97M-V with the def2-TZVPD basis set) for 2 unconnected molecules or ions with the total composition CH9N3 in a non-equilibrium geometry.

The total charge is 0. The structure (SMILES) is NCN.N. The LUMO energy is 1.06 eV.

Each line ends with the Mulliken charge.
Element x y z (Å)
N1 -2.626 -1.325 0.646  -0.65
H1 -1.775 -1.317 0.096  0.24
H2 -3.414 -1.219 0.023  0.22
H3 -2.692 -2.227 1.099  0.21
N2 1.776 1.423 0.522  -0.59
C1 0.555 0.855 -0.020  -0.35
N3 0.794 -0.116 -1.115  -0.64
H4 2.329 0.754 1.038  0.22
H5 2.352 1.850 -0.189  0.22
H6 0.039 0.284 0.745  0.32
H7 -0.097 1.643 -0.382  0.30
H8 1.462 0.290 -1.764  0.26
H9 1.295 -0.896 -0.700  0.24

Record 20
Density functional theory data (ωB97M-V with the def2-TZVPD basis set) for 4 unconnected molecules or ions with the total composition CH9NO4 in a non-equilibrium geometry.

The total charge is 0. The structure (SMILES) is NC=O.O.O.O. The LUMO energy is 0.68 eV.

Each line ends with the Mulliken charge.
Element x y z (Å)
C1 0.146 -2.388 0.579  0.15
N1 -0.641 -1.966 -0.452  -0.34
O1 0.752 -1.619 1.349  -0.60
H1 0.185 -3.502 0.586  0.28
H2 -1.005 -2.708 -1.015  0.23
H3 -0.464 -1.016 -0.937  0.29
H4 0.739 0.426 1.226  0.33
H5 0.980 1.440 2.243  0.30
O2 0.343 1.245 1.581  -0.64
H6 0.349 1.132 -1.463  0.34
H7 1.426 -0.019 -1.607  0.35
O3 0.492 0.281 -1.906  -0.73
H8 -1.755 3.348 -0.230  0.33
H9 -0.696 2.429 0.446  0.38
O4 -0.852 2.917 -0.400  -0.66

ΔE to the lowest compared entry with this formula, charge and spin (computed, eV): 0.628, 3.459, 1.423, 2.050, 0.131, 0.000, 2.422, 5.638, 4.604, 2.910, 0.025, 0.000, 0.525, 0.007, 1.246, 3.100, 1.068, 1.361, 0.075, 0.677